Record 1
Formula: C22H39N4O2S
Source: OMol25
Level of theory: ωB97M-V/def2-TZVPD

Element x y z (Å)
H  4.128  0.808  0.812
O  -2.987  0.046  -0.619
H  -2.734  -5.233  0.047
H  3.921  2.584  -1.967
C  1.325  3.815  1.347
C  -5.245  0.666  1.578
C  -3.698  2.392  2.917
C  -3.783  2.182  -2.151
H  2.509  0.085  1.109
H  3.436  4.402  1.058
H  -2.417  -4.912  -1.655
C  -2.084  -3.221  -0.355
C  -0.348  -6.307  0.327
N  1.371  -5.665  -0.876
H  2.282  5.638  0.493
C  2.711  -5.556  -1.453
O  -5.217  0.174  -1.317
C  -3.649  2.714  1.426
H  3.860  -1.730  1.643
H  3.014  -1.217  -1.227
H  2.592  0.822  -1.735
H  1.670  -7.257  0.499
C  -2.070  -4.711  -0.640
H  3.020  -2.844  0.449
H  -5.555  2.390  0.418
H  -0.699  3.060  2.555
C  2.632  3.963  -0.903
H  -3.459  3.165  -1.765
C  0.967  -6.552  0.095
H  3.121  4.743  -1.528
H  1.616  3.830  -1.324
C  3.237  0.368  0.325
H  -1.744  -3.018  0.661
H  1.578  1.576  -0.460
H  4.286  2.730  -0.194
H  4.683  -0.726  -0.921
N  -5.744  -0.131  2.186
H  2.649  -5.703  -2.530
H  -3.138  1.769  -2.941
H  -1.806  4.383  2.159
H  -3.091  -2.821  -0.469
H  -0.174  3.718  -0.254
H  3.112  -4.566  -1.240
H  -2.009  2.612  -0.118
C  3.717  -0.937  -0.416
H  -1.074  -6.749  0.984
H  1.527  2.723  1.370
H  -1.851  1.526  1.316
C  -1.223  3.551  1.708
H  1.385  4.185  2.393
H  -3.904  3.787  1.351
N  -3.772  2.099  3.994
H  4.784  -2.713  0.438
H  -4.782  2.343  -2.608
C  0.336  -4.904  -1.228
C  -2.169  2.531  0.970
N  -0.718  -5.279  -0.511
H  -0.140  5.227  0.683
S  -4.097  0.960  -0.826
H  0.353  -4.121  -1.969
C  -0.101  4.119  0.775
H  3.363  -6.311  -1.022
H  -1.429  -2.680  -1.040
C  3.856  -2.128  0.612
C  3.481  2.658  -0.951
C  2.621  1.344  -0.756
C  2.454  4.545  0.555
C  -4.690  1.757  0.715

Results
HOMO, eV: -12.5
Max |F|, eV/Å: 5.383
Charge: +1

Record 2
Formula: C3H9NS2
Source: OMol25
Level of theory: ωB97M-V/def2-TZVPD

Element x y z (Å)
C  -0.498  1.268  0.443
C  -0.526  -0.064  -0.373
H  0.384  -1.343  1.211
H  -0.023  1.056  1.418
H  -2.405  -0.143  1.056
N  0.311  2.290  -0.228
H  2.798  -0.971  1.103
C  0.550  -1.067  0.173
H  -0.231  2.971  -0.710
H  0.385  -2.004  -0.392
S  -2.248  -0.749  -0.083
H  -1.538  1.686  0.658
H  -0.499  0.125  -1.514
H  0.989  2.656  0.390
S  2.298  -0.556  -0.110

Results
Relative energy (zero: lowest compared OMol25 entry of this formula, charge and spin), kcal per mole: 20.3
HOMO, eV: -8.8
Max |F|, eV/Å: 2.059
Charge: 0
Structure (SMILES): NC[C@H](S)CS

Record 3
Formula: C33H91F3NaO16S13
Source: OMol25
Level of theory: ωB97M-V/def2-TZVPD

Element x y z (Å)
H  -2.704  5.492  5.890
O  -3.747  3.179  4.767
O  2.901  5.197  -0.469
C  -0.946  -3.862  2.364
C  -2.637  5.644  4.813
H  1.174  3.760  2.364
H  -4.001  -5.558  0.894
H  -3.685  0.224  -3.309
C  -4.636  0.731  -6.915
C  2.067  0.041  4.865
H  2.896  0.067  -5.015
O  5.593  -3.623  3.597
H  7.082  3.056  -2.853
C  5.761  -1.600  1.933
S  -5.833  -4.455  -1.868
H  -2.487  3.046  -0.534
C  3.612  -3.251  1.882
H  -4.461  0.633  0.510
H  -2.497  -2.738  7.387
H  5.632  2.984  0.641
H  -4.680  -3.293  -3.416
C  1.825  4.426  1.798
H  0.451  0.138  7.132
O  -3.481  -3.142  2.596
H  -0.238  5.204  0.582
H  5.469  -1.157  0.981
O  7.485  1.160  1.914
S  -3.291  0.965  -5.612
H  -0.348  -3.714  3.263
H  -1.531  -7.558  -7.554
C  -1.541  -6.518  -7.229
S  1.062  2.706  -4.170
H  -3.315  4.565  -0.121
C  4.285  1.951  -2.774
H  4.530  2.950  -3.136
C  3.244  -0.966  -5.029
F  1.850  0.763  -0.118
O  0.909  -1.515  -3.904
H  -4.152  -5.057  -3.568
H  -1.060  2.398  -3.076
H  -0.545  3.833  -0.498
H  0.781  3.166  -6.452
H  -2.974  -4.457  0.174
H  3.333  -2.989  0.861
H  -0.494  0.862  -3.534
H  -0.969  2.286  4.525
O  -0.929  -0.654  0.447
H  -2.488  -6.157  -7.631
C  0.134  4.658  -0.285
H  -0.604  -4.448  -5.777
H  -0.452  1.341  0.352
H  6.829  -1.491  2.124
H  -4.744  -0.286  -7.292
H  7.800  4.227  1.632
H  2.429  -0.164  -2.227
H  -0.330  3.772  3.992
H  -1.785  -2.188  4.701
H  5.100  -1.221  2.713
H  8.507  3.687  3.252
Na  -3.026  -0.200  3.237
C  -0.153  1.795  -3.084
H  1.561  5.457  2.036
O  6.132  0.261  -3.646
O  -2.346  -0.231  -5.882
H  -1.618  -2.229  -2.373
C  -1.544  -1.374  5.384
C  2.897  -1.149  -2.234
S  5.848  1.026  -2.406
H  3.859  2.207  -1.804
H  -6.608  -2.865  -0.304
H  6.710  2.835  -1.164
C  -1.083  3.361  4.664
O  -3.079  -6.942  -5.158
S  1.887  4.129  -0.025
H  -0.545  -4.638  1.712
H  -4.947  -0.128  -4.543
C  -4.273  0.625  -4.135
H  0.102  1.674  -2.031
H  -4.387  1.286  -7.819
C  -4.454  0.987  -0.521
H  -0.685  -6.051  -7.715
H  -2.327  -6.016  0.720
O  0.936  4.145  -3.685
C  5.290  2.617  1.609
C  -1.472  -4.685  -5.163
H  -0.764  3.054  -5.633
H  6.991  4.629  3.180
S  6.718  2.252  2.685
O  -5.043  3.111  -2.052
H  0.100  5.297  -1.167
H  3.515  1.492  -3.394
C  -2.657  -0.964  6.288
H  1.051  -0.004  4.473
S  -2.658  -4.422  2.648
H  0.169  -1.120  -1.250
H  -1.245  -4.450  -4.123
H  3.979  -1.037  -2.155
H  3.072  -1.247  -6.068
C  1.256  0.373  0.991
C  -0.288  0.503  1.030
H  -0.895  -2.898  1.858
H  -5.574  1.065  -6.472
C  -2.981  -5.185  0.985
H  2.655  -1.670  -1.308
H  0.138  1.545  -6.151
C  7.619  3.907  2.659
C  0.732  1.191  7.127
H  -2.375  -4.288  -5.627
H  3.194  -4.156  2.323
H  3.271  -2.491  2.584
C  -4.318  -4.195  -2.921
H  4.641  3.369  2.057
H  -4.819  1.543  -3.918
H  2.198  -0.871  5.447
S  -4.968  2.750  -0.567
F  1.677  -0.892  1.240
C  -3.320  3.484  0.016
C  0.200  2.559  -5.757
H  -0.638  -1.533  5.968
H  -3.437  -4.015  -2.305
H  4.722  1.695  1.485
H  -0.127  1.669  6.656
S  2.328  -2.032  -3.800
H  -0.950  3.589  5.722
S  -2.713  3.975  4.013
H  -4.847  -3.143  -0.001
H  -3.482  0.982  -1.014
C  -3.275  -2.146  6.905
C  7.086  2.320  -2.048
C  -1.777  -2.064  -1.308
H  -1.705  6.207  4.758
H  -1.326  -0.086  -1.563
H  -5.600  -2.095  -1.349
S  -1.622  -6.493  -5.400
H  2.817  4.405  2.248
H  8.115  2.007  -1.871
S  2.266  1.442  6.038
O  -0.983  0.739  2.183
O  3.432  1.070  6.955
H  2.766  0.158  4.037
H  -2.205  -0.389  7.096
O  -3.573  -0.145  5.633
H  -3.497  6.261  4.552
F  1.881  1.086  1.944
H  -1.200  -0.640  4.654
H  -3.107  3.251  1.059
H  -2.835  -1.852  -1.155
O  -5.526  -5.692  -1.067
H  -3.909  -1.903  7.757
H  -3.804  -2.698  6.127
C  -5.625  -3.007  -0.753
C  -0.866  -0.895  -0.995
H  -5.168  0.474  -1.165
H  4.315  -0.924  -4.831
H  0.883  1.523  8.154
S  5.379  -3.449  2.111
H  -1.294  -2.836  -0.710

Results
HOMO, eV: -4.0
Max |F|, eV/Å: 3.360
Charge: -1

Record 4
Formula: C16H24ClIrNO2
Source: OMol25
Level of theory: ωB97M-V/def2-TZVPD

Element x y z (Å)
H  0.922  1.796  7.127
C  -2.807  -0.826  -0.144
C  1.673  -2.144  -0.047
Cl  -0.367  -0.951  -1.745
H  0.367  -3.369  1.354
H  -1.920  0.761  -4.758
C  0.849  -2.436  1.091
C  1.402  1.534  5.123
H  1.912  -2.830  -0.853
H  1.810  2.545  5.194
C  2.062  -0.790  0.031
C  -0.172  -1.014  -5.634
H  1.285  0.231  6.713
C  -1.721  0.769  1.134
N  0.814  1.079  6.402
C  0.866  -1.276  1.954
H  0.456  -1.195  2.951
H  -2.458  -2.519  1.343
H  -1.361  1.714  1.532
H  -1.385  1.825  -6.090
C  -1.066  1.317  -5.164
O  0.351  1.982  3.020
H  1.976  1.237  -5.958
H  2.173  0.831  4.777
C  -2.401  0.532  -0.097
H  2.021  0.050  -4.622
C  -1.738  -0.465  1.888
H  1.416  1.662  -4.313
C  0.188  1.507  4.165
H  0.595  -1.631  -5.148
Ir  -0.374  -0.770  0.433
O  -0.859  0.960  4.656
H  -3.341  -1.304  -0.964
H  2.636  -0.239  -0.710
H  -2.563  1.283  -0.864
C  1.440  0.867  -5.068
H  -1.431  -0.570  2.924
C  1.574  -0.231  1.243
H  -0.211  0.887  6.136
C  0.077  0.415  -5.385
H  -0.817  2.075  -4.411
C  -2.333  -1.479  1.044
H  1.776  0.757  1.642
H  -1.128  -1.325  -5.192
H  -0.188  -1.253  -6.711

Results
HOMO (spin up / spin down), eV: -10.3 / -15.2
Multiplicity: 6
Max |F|, eV/Å: 4.251
Charge: +2